Entry from the Open Molecules 2025 dataset: C21H26F3N5O in the gas phase (ωB97M-V/def2-TZVPD).

Geometry as XYZ:
```
56
Properties=species:S:1:pos:R:3:forces:R:3
C -5.958140 -3.606692 -0.905106 -0.06 0.00 0.07
C -4.936508 -2.636842 -0.438281 0.26 0.03 -0.14
C -3.688408 -2.315725 -0.913943 -0.16 0.04 0.17
C -3.194824 -1.320351 -0.041364 -0.89 -0.52 -0.13
C -1.874529 -0.685248 -0.240814 0.46 0.23 0.14
O -1.301807 -0.837878 -1.313931 -0.22 -0.14 -0.17
N -1.296981 0.007939 0.768086 0.19 -0.04 0.04
C -1.907228 0.434567 2.003692 -0.52 0.14 0.34
C -2.171677 1.943436 1.963988 0.26 -0.18 0.18
C -0.884076 2.705474 1.650903 -0.24 0.00 -0.36
C -0.299260 2.180482 0.336507 -0.04 -0.05 0.32
N 0.803630 2.984156 -0.147652 0.04 -0.16 -0.04
C 1.128648 2.803652 -1.558489 0.09 0.24 -0.11
C 2.579690 2.330524 -1.753816 -0.19 0.04 -0.05
N 2.955154 1.384652 -0.733591 -0.13 0.32 0.02
C 2.908224 0.028155 -0.909930 0.21 -0.55 -0.06
C 2.306159 -0.572144 -2.028164 0.05 0.16 0.01
C 2.271682 -1.942006 -2.172116 0.06 -0.08 0.06
C 2.829479 -2.778783 -1.218720 0.11 -0.02 0.16
C 3.440264 -2.196360 -0.119304 -0.11 -0.05 -0.08
C 4.080742 -3.033462 0.945828 0.24 -0.18 0.39
F 3.596042 -2.754818 2.175681 -0.15 0.15 0.00
F 3.919385 -4.351983 0.773010 -0.16 -0.10 -0.25
F 5.412409 -2.827859 1.032504 0.07 0.15 -0.15
C 3.493992 -0.821297 0.038271 -0.10 -0.04 -0.07
C 2.992604 1.976382 0.586822 0.06 0.15 0.17
C 1.981910 3.148241 0.667730 0.10 0.04 -0.01
C -0.037277 0.668177 0.506189 0.15 0.17 -0.58
N -4.094937 -1.052522 0.898092 0.15 0.43 0.30
N -5.129335 -1.848946 0.647048 0.03 -0.15 -0.22
H -6.160495 -4.352086 -0.135993 -0.04 -0.09 -0.03
H -5.602313 -4.113673 -1.796953 -0.03 -0.04 -0.03
H -6.892964 -3.098000 -1.140207 -0.06 -0.04 -0.06
H -3.173026 -2.718224 -1.759670 0.06 -0.11 -0.21
H -2.837766 -0.109120 2.154398 0.31 0.14 0.16
H -1.212264 0.205993 2.821122 -0.04 -0.01 -0.01
H -2.575164 2.264262 2.925293 -0.07 0.01 0.02
H -2.918068 2.149674 1.194980 -0.09 0.01 -0.01
H -1.081125 3.774782 1.563990 0.06 0.05 0.02
H -0.176521 2.552382 2.468395 0.08 0.02 0.07
H -1.082474 2.279342 -0.426568 0.02 -0.08 0.07
H 0.444243 2.075510 -1.997573 -0.03 -0.02 0.00
H 0.988102 3.761005 -2.079670 0.02 -0.13 -0.15
H 3.262846 3.183924 -1.673937 -0.03 -0.04 -0.11
H 2.714614 1.895695 -2.742819 0.05 0.08 0.01
H 1.827254 0.032540 -2.780763 -0.08 0.10 -0.05
H 1.781952 -2.368288 -3.033467 -0.07 -0.02 -0.09
H 2.790252 -3.850448 -1.323221 0.00 -0.09 0.00
H 4.010831 -0.418405 0.894890 0.05 0.08 0.06
H 4.000954 2.351631 0.814271 -0.05 -0.03 0.13
H 2.736440 1.218614 1.328113 0.04 0.02 -0.03
H 1.686013 3.297603 1.704953 0.09 0.07 0.02
H 2.469021 4.070549 0.333075 0.06 -0.03 0.15
H 0.382818 0.233591 -0.401271 0.02 0.07 0.19
H 0.635077 0.480314 1.348465 0.04 0.01 0.01
H -5.943258 -1.812079 1.241045 0.16 0.04 -0.07
```
Forces are in eV/Å.

E = -1464.46838 Eh
Gap between HOMO and LUMO = 0.3060 Ha
Structure (SMILES) = Cc1cc(C(=O)N2CCC[C@@H](N3CCN(c4cccc(C(F)(F)F)c4)CC3)C2)n[nH]1
Multiplicity = 1

Entry from the Open Molecules 2025 dataset: a molecular structure, C21H26HfN3O3P (ωB97M-V/def2-TZVPD).

Geometry as XYZ:
```
55
Properties=species:S:1:pos:R:3:forces:R:3
Hf -0.435253 0.139798 -0.215622 -0.37 0.68 0.08
C 1.179250 -1.250767 -4.147727 0.02 -0.01 -0.08
C 2.276836 -2.010848 -3.770169 0.10 -0.08 -0.01
C 2.557934 -2.194740 -2.414930 0.13 -0.02 -0.18
C 1.745922 -1.613715 -1.476957 -0.18 0.01 0.24
N 0.666703 -0.847820 -1.840839 0.15 -0.13 0.03
C 0.402925 -0.686116 -3.164400 0.01 0.08 0.23
C 1.896903 -1.821848 -0.013991 -0.25 0.06 0.00
C 2.824315 -2.639622 0.587678 0.20 -0.03 0.10
C 2.768345 -2.808843 1.969063 0.03 -0.06 0.04
C 1.755376 -2.214445 2.720862 0.15 -0.09 0.07
C 0.839085 -1.423653 2.072919 -0.12 0.08 -0.27
N 0.946693 -1.197381 0.732310 0.19 -0.44 0.27
C -0.377765 -0.833523 2.687196 0.11 -0.10 -0.27
C -0.719063 -0.988350 4.006010 -0.11 0.06 0.20
C -1.935241 -0.472905 4.458680 0.05 -0.05 0.08
C -2.778680 0.183917 3.572234 -0.07 0.02 0.05
C -2.382854 0.318235 2.262738 0.18 -0.01 -0.12
N -1.198936 -0.173731 1.808966 0.05 -0.14 0.21
H 0.925990 -1.097930 -5.188419 0.02 -0.01 0.00
H 2.911999 -2.471396 -4.518066 -0.01 0.01 -0.01
H 3.406290 -2.794745 -2.116796 0.00 0.00 -0.03
H -0.459500 -0.084228 -3.420425 -0.03 0.01 -0.01
H 3.582679 -3.154075 0.014773 0.00 0.01 0.00
H 3.497275 -3.442253 2.461645 0.00 0.01 -0.01
H 1.690366 -2.401257 3.783639 0.02 -0.01 -0.01
H -0.067764 -1.511617 4.692356 -0.01 0.01 0.00
H -2.219493 -0.598256 5.497246 -0.01 0.01 -0.01
H -3.733770 0.579902 3.891368 0.01 -0.01 0.00
H -3.009365 0.819219 1.535119 -0.03 0.01 -0.02
C -2.675837 5.957422 -1.442789 -0.03 -0.02 0.00
C -3.069582 4.615458 -1.952035 0.10 -0.08 0.00
O -2.221877 3.525290 -1.151937 -0.03 -0.08 -0.02
P -1.249641 2.517516 -1.747142 -0.23 0.30 0.12
O -0.200575 2.208576 -0.364831 -0.32 -0.11 -0.03
C -0.274809 3.161254 0.928584 0.22 0.02 -0.14
C 0.468275 4.425461 0.671101 0.00 -0.02 -0.06
O -2.042144 0.816891 -1.238643 -0.11 -0.12 -0.64
C -3.223509 0.364959 -2.131541 0.36 0.18 0.14
C -4.506920 0.505777 -1.380002 -0.13 0.00 0.02
H -3.287567 6.682842 -1.988999 0.00 0.01 0.04
H -1.633353 6.194385 -1.654793 -0.03 0.00 -0.02
H -2.893871 6.069262 -0.381670 0.00 0.03 -0.02
H -2.840949 4.439995 -3.001523 0.04 0.01 0.01
H -4.079982 4.302022 -1.715047 -0.03 0.05 0.04
H 0.191237 2.544471 1.693330 0.05 -0.10 0.00
H -1.339173 3.268423 1.103306 -0.05 0.05 -0.01
H 1.512075 4.246581 0.418747 0.01 0.01 0.03
H 0.440344 4.984195 1.613203 0.03 0.04 -0.04
H -0.004230 5.039487 -0.093367 -0.01 0.01 0.03
H -2.980293 -0.654733 -2.416088 -0.03 -0.07 0.01
H -3.152939 1.003547 -3.012920 -0.07 0.03 -0.01
H -4.572722 -0.183278 -0.537871 0.03 0.00 0.00
H -5.320783 0.249143 -2.064098 0.01 0.01 0.02
H -4.672486 1.527951 -1.040449 0.00 0.00 -0.02
```
Forces are in eV/Å.

E = -1593.81943 Eh
Gap between HOMO and LUMO = 0.2783 Ha
Multiplicity = 1
Total charge = +4

Entry from the Open Molecules 2025 dataset: C21H26N2O2S in the gas phase (ωB97M-V/def2-TZVPD).

Geometry as XYZ:
```
52
Properties=species:S:1:pos:R:3:forces:R:3
C -0.527534 1.848778 -5.054193 -0.22 -0.12 0.17
C -1.743112 1.574985 -4.175832 0.20 0.41 -0.08
C -2.939662 2.432599 -4.587567 -0.09 -0.39 0.10
C -4.111351 2.168453 -3.647755 0.04 0.30 0.07
C -3.685195 2.402855 -2.199845 -0.22 -0.18 -0.14
N -2.573368 1.531835 -1.888232 0.00 0.09 -0.05
C -2.315841 1.331515 -0.483714 -0.02 0.13 0.29
C -1.823131 2.546754 0.334638 0.15 -0.27 -0.24
C -0.298995 2.694302 0.356366 -0.21 0.30 -0.10
N 0.342244 1.560640 0.976720 -0.11 0.05 0.21
C 1.067700 0.657457 0.276934 0.03 0.14 0.02
O 1.308868 0.767461 -0.912730 0.03 -0.03 -0.16
C 1.578844 -0.480365 1.055966 0.25 -0.63 0.32
C 2.361920 -1.487521 0.553564 -0.34 0.51 0.04
C 2.703330 -2.446535 1.518514 -0.05 -0.08 0.77
C 2.178688 -2.172498 2.757276 -0.04 0.43 -0.71
S 1.255180 -0.713701 2.749934 0.39 -0.38 -0.40
C 2.453449 -3.011426 3.893002 0.23 -0.38 0.16
C 1.851481 -2.866609 5.138450 0.15 -0.14 -0.12
C 2.216936 -3.681662 6.191412 -0.08 0.06 0.13
C 3.199679 -4.642727 6.008443 0.00 0.01 -0.06
C 3.806329 -4.803547 4.775624 0.02 0.03 -0.19
C 3.434194 -4.002637 3.703493 -0.29 0.09 0.38
O 4.092786 -4.178772 2.526725 0.14 0.11 0.23
C 3.501302 -3.698309 1.327590 -0.22 -0.12 -0.46
C -1.419647 1.848778 -2.704930 -0.08 -0.42 -0.28
H 0.314024 1.237954 -4.736918 0.16 -0.05 -0.02
H -0.748836 1.623669 -6.095225 0.03 0.00 -0.13
H -0.235596 2.894933 -4.984144 0.07 0.14 -0.02
H -2.023111 0.520869 -4.266698 0.00 0.00 0.06
H -3.226103 2.212357 -5.618111 0.03 0.06 -0.06
H -2.660813 3.488633 -4.535414 0.05 0.09 -0.04
H -4.953501 2.818533 -3.893437 -0.05 -0.02 -0.01
H -4.433117 1.131290 -3.753060 -0.07 -0.03 0.02
H -4.513363 2.168791 -1.525533 0.02 0.06 0.02
H -3.430763 3.472388 -2.072508 -0.03 -0.02 0.04
H -1.580583 0.525789 -0.400787 -0.07 -0.04 0.08
H -3.251204 0.971989 -0.042640 0.09 -0.04 0.02
H -2.258549 3.460588 -0.070619 -0.07 0.10 0.06
H -2.174049 2.443438 1.364642 -0.05 0.07 0.04
H 0.103815 2.759015 -0.654627 -0.01 0.09 0.12
H -0.026484 3.601472 0.908037 0.03 -0.06 -0.14
H 0.127641 1.378941 1.945019 0.06 0.01 -0.09
H 2.665839 -1.513847 -0.476865 0.03 0.07 -0.23
H 1.098696 -2.101617 5.263364 -0.09 0.05 0.07
H 1.744077 -3.564676 7.154197 -0.04 0.01 0.09
H 3.494743 -5.276121 6.831180 0.03 -0.06 0.07
H 4.573606 -5.545613 4.622118 0.09 -0.09 -0.02
H 2.853430 -4.489079 0.909372 0.17 0.11 0.07
H 4.330617 -3.534564 0.633144 -0.14 -0.05 0.08
H -0.581205 1.225240 -2.389177 0.04 0.09 0.03
H -1.124307 2.909526 -2.605166 0.08 0.03 0.00
```
Forces are in eV/Å.

E = -1474.02106 Eh
Gap between HOMO and LUMO = 0.2917 Ha
Structure (SMILES) = C[C@@H]1CCCN(CCCNC(=O)c2cc3c(s2)-c2ccccc2OC3)C1
Multiplicity = 1

For each record above, in turn, the calculated relative energy (zero: lowest compared OMol25 entry of this formula, charge and spin) values are 12.38 0.00 97.52 kJ/mol.
For each record above, in turn, the calculated strongest force on any atom values are 0.0202 0.0151 0.0162 Eh/bohr.